# C22H27N4O4S2Si2W

A molecular structure, C22H27N4O4S2Si2W (ωB97M-V/def2-TZVPD, OMol25).

Calculated values
energy relative to the best compared isomer or geometry (same formula, charge and spin) = 1.3894 eV
LUMO (spin up / spin down) = -4.17 / -4.17 eV
gap between HOMO and LUMO (spin up / spin down) = 0.250 / 0.250 Eh
F_max = 3.55 eV/A

The geometry in ORCA input format:
```
! RIJCOSX wB97M-V def2-TZVPD def2/J DEFGRID3
* xyz 1 1
W 0.220 -0.347 1.666
O 1.106 0.534 3.399
C 0.431 1.085 4.534
C -0.167 2.490 4.406
C -1.256 2.623 3.337
C -2.095 1.309 3.102
C -3.320 1.082 3.581
C -3.899 -0.215 3.554
C -3.496 -1.121 2.650
C -2.472 -0.658 1.628
N -1.515 0.268 2.292
H 2.025 0.431 3.628
H 1.123 1.264 5.440
H -0.197 0.224 4.872
H 0.405 3.405 4.354
H -0.675 2.648 5.426
H -0.665 2.834 2.439
H -1.879 3.462 3.532
H -3.790 1.914 4.068
H -4.774 -0.480 4.198
H -3.995 -2.101 2.543
H -2.957 -0.092 0.792
C -1.102 2.293 -0.414
Si 0.405 1.233 -0.260
C 1.646 2.476 0.372
C 0.799 0.440 -1.941
C 0.405 1.291 -2.937
C 0.737 1.061 -4.310
C 1.447 -0.077 -4.679
C 1.823 -1.006 -3.698
C 1.480 -0.775 -2.336
Si 2.571 -2.053 -1.474
C 2.499 -3.755 -2.144
C 4.382 -1.613 -1.295
H -1.496 2.406 0.592
H -1.967 1.990 -0.988
H -0.648 3.271 -0.759
H 1.345 3.578 0.562
H 2.393 2.630 -0.444
H 2.301 2.226 1.233
H -0.207 2.156 -2.760
H 0.352 1.747 -5.026
H 1.594 -0.272 -5.757
H 2.304 -1.941 -3.995
H 1.644 -3.843 -2.782
H 2.447 -4.491 -1.363
H 3.289 -3.916 -2.855
H 4.766 -1.304 -2.214
H 4.985 -2.443 -0.879
H 4.621 -0.842 -0.552
S -4.749 -3.700 -4.463
C -3.627 -2.753 -4.023
S -1.327 -1.757 0.685
C -2.600 -1.851 -3.872
C -2.693 -1.083 -2.698
N -2.916 -0.493 -1.751
C -1.711 -1.667 -4.955
N -0.994 -1.481 -5.853
O 1.652 -1.776 2.400
N 1.731 -1.562 1.074
O 1.997 -2.521 0.245
O 2.263 -0.376 0.871
*
```